#one
Computed, not measured: Br5HSi2 in the gas phase, with ωB97M-V/def2-TZVPD.

Each line ends with the natural charge from an NBO analysis.
CARTESIAN COORDINATES (ANGSTROEM)
Si  -0.10683  0.40013  1.09225  0.694
Si  2.44127  0.55592  2.09767  0.736
Br  -0.63673  2.34245  0.03497  -0.292
Br  -1.28926  0.32546  3.00584  -0.296
Br  2.93811  -0.11866  4.11806  -0.206
Br  3.83547  -0.08832  0.49539  -0.252
Br  2.44197  2.73896  2.03960  -0.257
H  -0.65039  -0.57823  0.08108  -0.125

Results
Total charge = 0
SMILES = Br[SiH](Br)[Si](Br)(Br)Br
Multiplicity = 1

#two
Computed, not measured: a molecular structure, Br5HSi2, with ωB97M-V/def2-TZVPD.

Each line ends with the natural charge from an NBO analysis.
CARTESIAN COORDINATES (ANGSTROEM)
Si  1.29425  0.20555  -0.79070  0.811
Si  -1.02783  -0.18045  0.93331  0.715
Br  0.64278  1.45529  -2.56592  -0.273
Br  1.92095  -1.66725  -1.67917  -0.271
Br  -1.61384  -2.25427  1.68595  -0.258
Br  -0.82456  1.25540  2.66687  -0.284
Br  -2.88329  0.57488  -0.00530  -0.264
H  2.49154  0.61085  -0.24504  -0.175

Results
Total charge = 0
Multiplicity = 1

Energy relative to the most stable one, in hartree: #one 0.0000; #two 0.0188

#one
Computed, not measured: C5H6N2O4 in the gas phase, with ωB97M-V/def2-TZVPD.

Each line ends with the natural charge from an NBO analysis.
CARTESIAN COORDINATES (ANGSTROEM)
C  1.90174  1.71103  -0.21948  0.198
C  -1.71526  0.07222  0.01182  -0.068
C  -0.94117  0.77023  -1.12339  -0.111
C  -0.08366  -1.52777  0.95059  0.196
C  1.23989  0.46810  -0.45607  0.299
N  2.34114  2.74602  0.09126  -0.244
N  1.64967  -0.54643  0.33705  0.352
O  2.73560  -0.50469  0.92970  -0.427
O  0.98974  -1.66443  0.07594  -0.310
O  -0.88642  -0.30790  1.02245  -0.525
O  0.29062  0.08120  -1.35193  -0.464
H  -2.44099  0.74739  0.29070  0.195
H  -2.25685  -0.82183  -0.47937  0.150
H  -1.44809  0.99815  -2.05123  0.209
H  -0.87378  1.77304  -0.68893  0.184
H  -0.77861  -2.32196  0.73164  0.179
H  0.27643  -1.67238  1.92924  0.186

Results
Total charge = 0
SMILES = N#C/C1=[N+](\[O-])OCOCCO1
Multiplicity = 1

#two
Computed, not measured: C5H6N2O4 in the gas phase, with ωB97M-V/def2-TZVPD.

Each line ends with the natural charge from an NBO analysis.
CARTESIAN COORDINATES (ANGSTROEM)
C  -1.33627  0.95187  -0.33656  -0.270
C  0.16805  -1.70477  0.11696  0.411
C  -1.71414  -0.24409  0.14071  0.416
C  0.03385  1.43818  -0.70173  -0.529
C  1.16462  0.87053  0.11819  0.640
N  -0.93628  -1.30729  0.54617  -0.480
N  1.77412  -0.22924  -0.46203  0.082
O  0.90222  -1.18868  -0.94849  -0.366
O  2.82084  -0.77697  0.27595  -0.555
O  -3.03431  -0.45491  0.38115  -0.665
O  1.64891  1.37189  1.10858  -0.572
H  -2.13328  1.66714  -0.47008  0.226
H  0.63988  -2.54552  0.61942  0.180
H  0.22451  1.22856  -1.75875  0.246
H  0.05722  2.51825  -0.54803  0.252
H  -3.13050  -1.32241  0.80150  0.491
H  2.85057  -0.27256  1.11703  0.494

Results
Total charge = 0
SMILES = O=C1C/C=C(O)\N=C/ON1O
Multiplicity = 1

#three
Computed, not measured: C5H6N2O4 in the gas phase, with ωB97M-V/def2-TZVPD.

Each line ends with the natural charge from an NBO analysis.
CARTESIAN COORDINATES (ANGSTROEM)
C  0.66087  0.55895  -0.95056  -0.335
C  0.14460  -0.14399  0.10665  0.002
C  3.06257  -0.34795  -0.52658  -0.121
C  1.97654  0.48560  -1.29083  0.163
C  -1.33998  -0.32427  0.33534  -0.658
N  4.44206  -0.11879  -0.82328  0.481
N  2.50200  1.25506  -2.42029  0.516
O  5.17216  -0.56696  0.10606  -0.422
O  4.84519  0.41668  -1.79717  -0.340
O  2.83856  2.35980  -2.18854  -0.331
O  2.39288  0.84155  -3.52716  -0.338
H  -0.02446  1.08383  -1.67456  0.244
H  0.77764  -0.70626  0.79285  0.201
H  2.92637  -1.05699  0.25796  0.239
H  -1.62587  0.01397  1.39118  0.238
H  -1.79921  0.32801  -0.46845  0.219
H  -1.71107  -1.31798  0.25026  0.241

Results
Total charge = 0
SMILES = C/C=C/C(=C/[N+](=O)[O-])[N+](=O)[O-]
Multiplicity = 1

Energy relative to the most stable one, in hartree: #one 0.0963; #two 0.0000; #three 0.1732

#one
Computed, not measured: 2 unconnected molecules or ions with the total composition C6H17NO, with ωB97M-V/def2-TZVPD.

Each line ends with the natural charge from an NBO analysis.
CARTESIAN COORDINATES (ANGSTROEM)
C  0.56848  0.95104  -0.14931  -0.406
C  0.64381  2.07256  -1.19322  -0.397
C  0.93649  1.63202  -2.63652  -0.625
C  -0.55271  -0.02553  -0.43745  -0.223
N  -0.85948  -0.86355  0.74337  -0.467
C  -2.16892  -0.61302  1.33924  -0.408
C  -0.50173  -2.23695  0.62059  -0.418
H  0.37828  1.45867  0.81180  0.201
H  1.57145  0.57754  0.08344  0.206
H  -0.35471  2.52961  -1.19265  0.187
H  1.28353  2.86020  -0.79105  0.207
H  1.84681  2.10150  -3.00914  0.213
H  0.97236  0.55525  -2.77643  0.207
H  0.15732  2.01954  -3.29765  0.208
H  -1.42190  0.49064  -0.83623  0.192
H  -0.18696  -0.74184  -1.18256  0.188
H  -3.03411  -1.13183  0.93539  0.171
H  -2.41922  0.44522  1.23913  0.197
H  -2.05866  -0.84699  2.40167  0.198
H  -0.99269  -2.82256  -0.18210  0.164
H  -0.59708  -2.76640  1.56893  0.208
H  0.55827  -2.32321  0.34760  0.197
H  2.54764  -0.68730  2.98959  0.465
H  1.44845  -1.16899  2.05715  0.478
O  2.23528  -1.46563  2.54639  -0.944

Results
Total charge = 0
SMILES = CCCCN(C)C.O
Multiplicity = 1

#two
Computed, not measured: 2 unconnected molecules or ions with the total composition C6H17NO, with ωB97M-V/def2-TZVPD.

Each line ends with the natural charge from an NBO analysis.
CARTESIAN COORDINATES (ANGSTROEM)
C  1.79592  0.40221  -0.42841  -0.206
C  1.44071  1.61269  -1.27338  -0.416
C  2.47106  2.72362  -1.11579  -0.603
N  0.84742  -0.70202  -0.59289  -0.822
H  2.80410  0.06094  -0.67644  0.175
H  1.78655  0.68975  0.62449  0.196
H  0.44550  1.96761  -0.99536  0.232
H  1.36421  1.30423  -2.32379  0.191
H  2.50086  3.07415  -0.08234  0.204
H  3.46454  2.36591  -1.38644  0.200
H  2.22011  3.58024  -1.74260  0.217
H  -0.41006  -0.13220  -0.26857  0.463
H  0.73626  -1.05609  -1.53082  0.389
H  0.89386  -1.41073  0.12586  0.392
C  -1.84723  -0.10436  1.24622  -0.047
O  -1.39044  0.31118  -0.01180  -0.816
C  -1.50331  -1.54130  1.63300  -0.423
C  -1.93278  -2.56070  0.58776  -0.609
H  -2.94164  -0.01861  1.24326  0.157
H  -1.43149  0.56098  2.02460  0.141
H  -1.97896  -1.73776  2.59713  0.206
H  -0.42537  -1.62151  1.84538  0.168
H  -1.29100  -2.52243  -0.29298  0.194
H  -2.94481  -2.36987  0.22877  0.212
H  -1.88930  -3.58947  0.95488  0.204

Results
Total charge = 0
SMILES = CCCN.CCCO
Multiplicity = 1

#three
Computed, not measured: 2 unconnected molecules or ions with the total composition C6H17NO, with ωB97M-V/def2-TZVPD.

Each line ends with the natural charge from an NBO analysis.
CARTESIAN COORDINATES (ANGSTROEM)
C  -1.14773  1.47597  0.41779  -0.639
C  0.09726  0.63146  0.13201  -0.035
C  0.10127  -0.05877  -1.23041  -0.228
C  0.09386  0.84491  -2.44689  -0.629
C  -1.06584  -1.05701  -1.29915  -0.381
C  -0.82107  -2.10696  -2.38782  -0.611
N  1.32364  1.46119  0.28971  -0.820
H  -1.19065  1.69772  1.48790  0.211
H  -1.05027  2.44408  -0.08843  0.198
H  -2.11338  1.08632  0.06052  0.213
H  0.12534  -0.16136  0.85987  0.183
H  0.96922  -0.71531  -1.20266  0.207
H  0.86470  0.65917  -3.19053  0.223
H  -0.85496  0.83185  -2.99429  0.207
H  0.12955  1.90483  -2.20493  0.202
H  -1.09363  -1.54690  -0.33272  0.196
H  -1.98054  -0.48908  -1.50944  0.195
H  -1.37910  -3.02239  -2.21387  0.211
H  0.24326  -2.27867  -2.50644  0.203
H  -1.22310  -1.73902  -3.34048  0.203
H  1.25529  2.19369  -0.41096  0.343
H  1.23704  1.92931  1.18708  0.349
H  1.72473  -1.32023  4.77923  0.469
H  1.15068  -1.87785  6.08283  0.468
O  1.28021  -1.05211  5.60235  -0.937

Results
Total charge = 0
SMILES = CC[C@@H](C)[C@H](C)N.O
Multiplicity = 1

#four
Computed, not measured: 2 unconnected molecules or ions with the total composition C6H17NO, with ωB97M-V/def2-TZVPD.

Each line ends with the natural charge from an NBO analysis.
CARTESIAN COORDINATES (ANGSTROEM)
C  1.56096  -0.34246  -1.77979  -0.431
C  2.12720  0.90870  -2.43274  -0.621
C  -0.01455  -0.18203  -1.60380  -0.187
N  -0.43726  -0.03850  -0.19498  -0.677
C  0.50584  -1.05969  1.85581  -0.609
C  -0.51391  -1.16587  0.69226  -0.039
C  -1.95609  -1.51406  1.12329  -0.628
H  1.65862  -1.25774  -2.35832  0.200
H  1.77221  -0.50376  -0.73632  0.219
H  2.55572  1.59007  -1.66766  0.210
H  2.97535  0.70234  -3.09608  0.211
H  1.44598  1.53226  -3.00494  0.205
H  -0.44056  -1.10265  -2.00247  0.163
H  -0.47472  0.68874  -2.08036  0.190
H  -1.11629  0.69776  -0.12699  0.365
H  0.20994  -0.25333  2.52911  0.210
H  0.55850  -2.06171  2.31804  0.202
H  1.49973  -0.78258  1.50406  0.207
H  -0.16691  -1.99880  0.06923  0.174
H  -1.97097  -2.53399  1.48950  0.214
H  -2.35866  -0.90526  1.94109  0.209
H  -2.62800  -1.22997  0.30824  0.216
H  -0.63719  2.30668  1.27755  0.471
H  -0.74225  3.64011  2.01305  0.468
O  -1.16822  2.77197  1.95977  -0.942

Results
Total charge = 0
SMILES = CCCNC(C)C.O
Multiplicity = 1

Energy relative to the most stable one, in hartree: #one 0.0244; #two 0.0112; #three 0.0000; #four 0.0269

#one
Computed, not measured: 2 unconnected molecules or ions with the total composition ClFHOPS, with ωB97M-V/def2-TZVPD.

Each line ends with the natural charge from an NBO analysis.
CARTESIAN COORDINATES (ANGSTROEM)
O  0.90349  -0.85687  -0.06400  -0.932
F  -0.52084  -0.48470  1.75705  -0.534
P  -0.42343  -0.07875  0.21121  1.715
S  -2.07672  -0.68283  -0.62834  -0.301
Cl  0.96584  2.98508  -0.33964  -0.470
H  1.15167  -0.88192  -0.93628  0.522

Results
Total charge = 0
Multiplicity = 1

#two
Computed, not measured: ClFHOPS in the gas phase, with ωB97M-V/def2-TZVPD.

Each line ends with the natural charge from an NBO analysis.
CARTESIAN COORDINATES (ANGSTROEM)
O  -1.05687  -0.28142  0.48196  -0.990
F  -0.12826  0.18881  -1.58581  -0.573
P  0.35761  0.11623  0.02118  1.706
S  1.77874  -1.04386  0.51869  -0.445
Cl  0.37829  2.14042  0.37879  -0.219
H  -1.32950  -1.12019  0.18518  0.522

Results
Total charge = 0
SMILES = O[P@](F)(=S)Cl
Multiplicity = 1

Energy relative to the most stable one, in hartree: #one 0.1369; #two 0.0000